No. 1
C43H44BiN12O7 | ωB97M-V/def2-TZVPD

For the relative energy (zero: lowest compared OMol25 entry of this formula, charge and spin), the calculation gives 750.5 kJ/mol. Its total charge is +1. As for the calculated total energy: -83345.5550 eV. The value obtained for the HOMO energy is -10.15 eV. The value obtained for the LUMO energy is -0.0864 Ha.

The geometry in XYZ format:
```
107
C43H44BiN12O7 ωB97M-V/def2-TZVPD
Bi -0.596 0.519 -1.119
C 4.385 2.058 -1.738
O 4.200 0.650 -1.546
C 3.412 0.236 -0.531
C 3.760 -0.845 0.144
C 2.957 -1.456 1.223
C 2.981 0.499 2.938
C 1.652 1.566 1.017
C 0.600 2.604 0.898
N -0.446 2.379 0.219
N -1.384 3.364 0.020
C -2.002 3.148 -1.110
O -1.694 2.210 -1.968
C -3.143 4.027 -1.460
C -3.685 4.901 -0.520
C -4.801 5.655 -0.841
C -5.378 5.543 -2.101
C -4.832 4.681 -3.043
C -3.718 3.920 -2.722
C 2.073 0.886 -0.316
O 1.435 1.273 -1.444
H 5.021 2.148 -2.611
H 3.440 2.565 -1.918
H 4.898 2.493 -0.877
H 4.683 -1.338 -0.129
H 3.138 -2.511 1.363
H 3.044 0.555 4.019
H 0.764 3.596 1.313
H -3.219 4.981 0.454
H -5.223 6.332 -0.110
H -6.251 6.133 -2.351
H -5.276 4.601 -4.027
H -3.285 3.241 -3.444
C -5.067 1.290 1.283
N -4.320 0.083 1.646
C -4.864 -0.738 2.728
C -3.190 -0.216 1.008
O -2.709 0.550 0.160
C -2.464 -1.489 1.440
O -1.601 -1.995 0.444
C -2.050 -3.206 -0.163
C -2.059 -3.097 -1.684
O -2.338 -2.009 -2.192
N -1.767 -4.193 -2.398
C -1.808 -4.126 -3.858
C -1.643 -5.542 -1.854
H -5.032 2.014 2.097
H -4.637 1.736 0.393
H -6.104 1.020 1.090
H -5.564 -0.126 3.290
H -5.403 -1.609 2.351
H -4.088 -1.065 3.418
H -1.859 -1.219 2.310
H -3.164 -2.260 1.756
H -1.402 -4.003 0.182
H -3.071 -3.437 0.151
H -1.828 -3.094 -4.182
H -0.924 -4.622 -4.254
H -2.696 -4.634 -4.239
H -1.339 -5.544 -0.815
H -2.585 -6.087 -1.945
H -0.883 -6.075 -2.422
C 4.925 2.062 2.844
N 3.915 1.264 2.171
C 2.549 1.719 2.205
N 1.168 0.205 0.660
C 1.574 -0.935 1.439
N 2.561 -0.799 2.488
C 5.971 2.299 1.814
C 6.790 3.420 1.819
C 7.778 3.558 0.838
C 7.936 2.573 -0.136
C 7.110 1.446 -0.099
C 6.146 1.327 0.864
C 7.243 0.389 -1.098
N 7.973 0.365 -2.158
N 7.716 -0.863 -2.770
C 6.861 -1.471 -2.018
O 6.511 -0.734 -0.953
C 6.281 -2.808 -2.207
C 6.607 -3.500 -3.372
C 6.075 -4.760 -3.589
C 5.238 -5.333 -2.640
C 4.933 -4.657 -1.463
C 4.136 -5.412 -0.421
N 3.425 -4.575 0.542
C 2.421 -3.697 0.339
N 1.920 -3.273 1.482
C 2.690 -3.953 2.380
N 3.611 -4.752 1.866
C 5.443 -3.385 -1.256
H 5.334 1.519 3.702
H 4.546 3.011 3.234
H 2.337 2.603 2.801
H 0.753 -1.603 1.660
H 6.650 4.193 2.568
H 8.418 4.432 0.832
H 8.694 2.651 -0.902
H 5.508 0.446 0.883
H 7.267 -3.037 -4.092
H 6.318 -5.301 -4.495
H 4.831 -6.325 -2.808
H 4.798 -6.037 0.172
H 3.423 -6.070 -0.914
H 2.101 -3.385 -0.643
H 2.570 -3.852 3.447
H 5.212 -2.841 -0.344
```

No. 2
C31H19F3MnN8O9S3 | ωB97M-V/def2-TZVPD

Its expectation value of S² is 8.7532. Its spin multiplicity is 6. For the relative energy (zero: lowest compared OMol25 entry of this formula, charge and spin), the calculation gives 97.5 kJ/mol. Its total charge is -2. As for the calculated total energy: -134788.1350 eV. The value obtained for the HOMO energy (alpha / beta) is -3.55 / -3.64 eV. The value obtained for the LUMO energy (alpha / beta) is 0.1296 / 0.1284 Ha.

The geometry in XYZ format:
```
74
C31H19F3MnN8O9S3 ωB97M-V/def2-TZVPD
Mn -1.170 -0.154 -2.006
C 1.565 -2.916 0.158
C 1.010 -3.001 1.468
C -0.244 -2.616 1.632
C -1.027 -2.056 0.556
N -0.460 -1.889 -0.661
C 0.806 -2.308 -0.798
N -2.369 -1.918 0.806
C -3.109 -0.947 0.316
N -2.738 0.177 -0.478
C -3.793 0.999 -0.555
N -4.034 2.033 -1.310
C -3.313 2.482 -2.347
C -4.023 3.492 -3.080
C -3.317 4.088 -4.135
C -2.176 3.485 -4.639
C -1.677 2.336 -3.981
N -2.221 1.868 -2.802
C -4.935 0.387 0.195
C -6.212 0.924 0.502
C -7.088 0.226 1.378
C -6.553 -0.954 1.955
C -5.285 -1.496 1.659
C -4.486 -0.801 0.779
H 2.562 -3.163 -0.129
H 1.627 -3.233 2.356
H -0.781 -2.658 2.579
H 1.194 -2.096 -1.791
H -4.955 3.778 -2.661
H -3.724 4.862 -4.775
H -1.519 3.796 -5.499
H -0.773 1.754 -4.360
H -6.661 1.889 0.083
H -8.049 0.675 1.715
H -7.127 -1.484 2.775
H -4.915 -2.407 2.092
O 3.814 3.546 -2.882
C 3.699 3.628 -1.533
O 4.147 4.527 -0.870
C 3.089 2.424 -0.856
C 3.507 2.020 0.403
N 3.053 0.775 0.588
N 2.327 0.343 -0.435
C 2.316 1.295 -1.348
C 1.498 1.207 -2.640
O 1.505 2.169 -3.381
O 0.738 0.221 -2.798
H 3.052 3.006 -3.238
H 4.257 2.431 1.019
H 3.277 0.136 1.371
O 3.744 -3.226 2.876
S 4.514 -2.031 2.792
O 5.379 -1.879 1.690
N 3.610 -0.728 3.117
C 3.965 0.000 4.173
S 3.405 1.524 4.548
C 5.019 -0.672 4.953
C 5.609 -0.292 6.138
C 6.692 -0.954 6.579
C 7.084 -2.097 5.895
C 6.510 -2.570 4.671
C 5.446 -1.833 4.276
H 5.381 0.619 6.586
H 7.057 -0.592 7.515
H 7.735 -2.771 6.423
H 6.753 -3.498 4.172
F -2.490 -1.382 -6.092
C -3.476 -0.837 -5.343
F -4.563 -0.774 -6.125
F -3.133 0.454 -5.079
S -3.623 -1.695 -3.739
O -4.748 -1.094 -3.038
O -3.906 -3.060 -4.195
O -2.270 -1.496 -3.191
```

No. 3
C2H4N2O2 | ωB97M-V/def2-TZVPD

Its expectation value of S² is 2.0122. Its spin multiplicity is 3. For the relative energy (zero: lowest compared OMol25 entry of this formula, charge and spin), the calculation gives 0.0 kJ/mol. Its total charge is -2. As for the calculated total energy: -9205.2185 eV. The value obtained for the HOMO energy (alpha / beta) is 3.51 / 2.55 eV. The value obtained for the LUMO energy (alpha / beta) is 0.2967 / 0.2921 Ha.

The geometry in XYZ format:
```
10
C2H4N2O2 ωB97M-V/def2-TZVPD
C 0.059 -0.773 0.182
C 0.720 0.488 -0.329
N -1.257 -0.720 -0.413
N -0.390 1.425 -0.459
O -2.145 -1.460 0.282
O -0.358 2.369 0.493
H 0.618 -1.747 -0.073
H 0.034 -0.739 1.290
H 1.532 0.837 0.355
H 1.187 0.321 -1.329
```

No. 4
C25H25N2OsP | ωB97M-V/def2-TZVPD

Its expectation value of S² is 6.0389. Its spin multiplicity is 5. For the relative energy (zero: lowest compared OMol25 entry of this formula, charge and spin), the calculation gives 0.0 kJ/mol. Its total charge is 0. As for the calculated total energy: -41059.9114 eV. The value obtained for the HOMO energy (alpha / beta) is -3.37 / -8.28 eV. The value obtained for the LUMO energy (alpha / beta) is 0.0094 / -0.0582 Ha.

The geometry in XYZ format:
```
54
C25H25N2OsP ωB97M-V/def2-TZVPD
C -0.114 0.366 -4.118
C 1.308 0.488 -4.134
C 1.681 1.402 -3.071
C 0.478 1.773 -2.371
C -0.613 1.352 -3.180
Os 0.767 -0.368 -2.279
N -1.846 1.975 -3.158
C 0.852 -2.244 -2.553
C 2.229 -1.846 -2.632
H 2.700 1.655 -2.827
H 1.943 -0.072 -4.811
H 0.325 2.297 -1.419
H -1.588 2.698 -3.800
H -0.755 -0.267 -4.720
H 2.734 -1.701 -3.599
H 0.447 -2.728 -1.664
H -2.520 1.454 -3.745
H 2.921 -2.064 -1.821
H 0.267 -2.554 -3.420
N 0.686 -0.227 -0.445
P -0.090 -0.087 1.003
C -0.822 1.539 1.078
C -1.729 1.964 0.075
C -2.224 3.259 0.162
C -1.869 4.120 1.204
C -0.995 3.677 2.210
C -0.476 2.391 2.142
C -1.165 -1.501 1.048
C -0.661 -2.713 1.544
C -1.417 -3.880 1.424
C -2.668 -3.847 0.812
C -3.168 -2.641 0.322
C -2.431 -1.456 0.437
C 1.234 -0.251 2.163
C 2.559 0.006 1.780
C 3.562 -0.033 2.748
C 3.260 -0.314 4.078
C 1.939 -0.558 4.455
C 0.915 -0.527 3.506
H -2.006 1.310 -0.756
H -2.928 3.583 -0.597
H -2.296 5.110 1.266
H -0.733 4.318 3.043
H 0.220 2.024 2.903
H 0.335 -2.747 1.986
H -1.018 -4.813 1.809
H -3.265 -4.769 0.735
H -4.143 -2.617 -0.157
H -2.812 -0.513 0.052
H 2.783 0.235 0.735
H 4.588 0.159 2.450
H 4.054 -0.341 4.827
H 1.688 -0.773 5.487
H -0.123 -0.702 3.793
```

No. 5
C26H36Cl14FIO2 | ωB97M-V/def2-TZVPD

Its total charge is 0. As for the calculated total energy: -217774.0940 eV. The value obtained for the HOMO energy is -9.05 eV. The value obtained for the LUMO energy is -0.0246 Ha.

The geometry in XYZ format:
```
80
C26H36Cl14FIO2 ωB97M-V/def2-TZVPD
O 4.721 1.616 -0.116
C 3.617 1.226 -0.438
C 3.226 -0.203 -0.320
C 2.243 -0.689 -1.072
I 1.577 -2.655 -0.992
C 1.563 0.195 -2.086
O 1.147 -0.287 -3.113
C 1.515 1.644 -1.737
C 0.515 2.512 -2.163
C -0.663 2.047 -2.994
C -1.862 1.781 -2.078
F -1.430 1.174 -0.892
C 0.540 3.855 -1.801
C 1.569 4.334 -1.005
C 2.568 3.478 -0.578
C 2.550 2.144 -0.934
H 3.748 -0.833 0.389
H -0.448 1.124 -3.520
H -0.927 2.804 -3.734
H -2.582 1.103 -2.535
H -2.347 2.712 -1.782
H -0.240 4.526 -2.145
H 1.570 5.376 -0.711
H 3.353 3.863 0.060
Cl 0.023 -5.900 -0.386
C -0.079 -5.371 1.319
C -1.283 -5.934 2.024
Cl -2.810 -5.244 1.412
H -0.079 -4.284 1.331
H 0.828 -5.722 1.812
H -1.212 -5.689 3.084
H -1.337 -7.014 1.918
Cl 2.020 3.502 -4.283
C 3.153 3.461 -5.658
C 3.313 2.067 -6.205
Cl 4.163 0.994 -5.060
H 4.102 3.871 -5.323
H 2.745 4.118 -6.425
H 3.907 2.095 -7.117
H 2.350 1.616 -6.434
Cl 0.420 -4.871 4.591
C 0.387 -4.344 6.294
C -0.785 -4.928 7.037
Cl -2.336 -4.261 6.468
H 0.371 -3.258 6.307
H 1.317 -4.682 6.751
H -0.704 -4.689 8.096
H -0.827 -6.009 6.928
Cl 0.415 6.121 -6.804
C 1.409 7.547 -7.202
C 2.880 7.223 -7.200
Cl 3.481 6.865 -5.561
H 1.174 8.330 -6.485
H 1.108 7.880 -8.194
H 3.447 8.076 -7.569
H 3.098 6.366 -7.833
Cl -7.922 -4.050 8.235
C -7.002 -2.576 7.836
C -5.516 -2.821 7.810
Cl -4.859 -3.158 9.433
H -7.265 -1.811 8.561
H -7.333 -2.252 6.851
H -5.005 -1.934 7.439
H -5.261 -3.661 7.168
Cl -2.073 5.545 -1.844
C -3.564 6.515 -1.682
C -4.790 5.643 -1.591
Cl -5.126 4.799 -3.123
H -3.617 7.192 -2.530
H -3.463 7.105 -0.773
H -5.659 6.258 -1.366
H -4.685 4.893 -0.811
Cl 0.883 -8.528 3.641
C 2.342 -8.474 2.616
C 3.601 -8.274 3.420
Cl 3.685 -6.650 4.151
H 2.208 -7.678 1.886
H 2.394 -9.423 2.086
H 4.466 -8.374 2.766
H 3.686 -9.004 4.220
```